--- one ---
{
  "formula": "C8H17N2O",
  "method": "ωB97M-V/def2-TZVPD",
  "total_charge": 1,
  "lumo_energy_ha": -0.1232,
  "orbital_gap_ev": 10.823,
  "elements": ["C", "C", "C", "C", "C", "C", "C", "C", "N", "N", "O", "H", "H", "H", "H", "H", "H", "H", "H", "H", "H", "H", "H", "H", "H", "H", "H", "H"],
  "xyz": [[2.206, -0.365, 0.049], [-2.840, -0.066, -0.474], [-2.419, -0.350, 0.984], [-1.754, -0.566, -1.368], [-1.163, 0.538, 1.242], [-0.563, 0.418, -1.303], [-0.095, 0.454, 0.110], [3.266, -1.212, 0.741], [2.550, 0.402, -0.962], [1.015, -0.356, 0.548], [0.757, 2.043, 0.231], [-3.784, -0.600, -0.665], [-3.065, 1.056, -0.645], [-3.245, -0.180, 1.828], [-2.005, -1.370, 0.986], [-1.465, -1.557, -1.096], [-2.157, -0.305, -2.393], [-1.572, 1.609, 0.997], [-0.777, 0.592, 2.226], [0.258, -0.017, -1.976], [-0.847, 1.391, -1.625], [3.858, -1.796, 0.031], [2.884, -1.949, 1.480], [4.001, -0.579, 1.269], [3.337, 0.456, -1.580], [1.815, 1.122, -1.142], [0.994, -0.888, 1.374], [0.811, 2.074, 1.131]]
}



--- two ---
{
  "formula": "C8H17N2O",
  "method": "ωB97M-V/def2-TZVPD",
  "total_charge": 1,
  "lumo_energy_ha": -0.1093,
  "orbital_gap_ev": 10.604,
  "elements": ["C", "C", "C", "C", "C", "C", "C", "C", "N", "N", "O", "H", "H", "H", "H", "H", "H", "H", "H", "H", "H", "H", "H", "H", "H", "H", "H", "H"],
  "xyz": [[1.113, -2.710, -0.497], [0.732, -1.907, -1.727], [1.528, -1.650, 0.566], [-1.141, -0.516, -0.463], [0.189, -0.563, -1.155], [1.235, -0.287, -0.040], [0.645, 0.703, 1.011], [-2.619, 2.426, 0.888], [-1.221, 0.549, 0.593], [0.846, 2.065, 0.510], [-1.534, 1.856, 0.066], [0.391, -3.316, -0.133], [1.856, -3.348, -0.846], [1.573, -1.901, -2.335], [-0.039, -2.415, -2.204], [0.998, -1.647, 1.587], [2.652, -1.864, 0.898], [-2.143, -0.389, -0.975], [-1.485, -1.333, 0.199], [0.293, 0.347, -1.921], [1.987, 0.251, -0.589], [0.683, 0.661, 2.174], [-3.593, 2.168, 0.529], [-2.539, 3.449, 0.567], [-2.793, 2.168, 1.904], [1.179, 2.661, 1.249], [-0.259, 2.427, 0.411], [1.466, 2.116, -0.267]]
}



Most stable = one



--- one ---
{
  "formula": "C3H9S",
  "method": "ωB97M-V/def2-TZVPD",
  "total_charge": -1,
  "lumo_energy_ha": 0.1439,
  "orbital_gap_ev": 6.360,
  "elements": ["S", "H", "C", "C", "C", "H", "H", "H", "H", "H", "H", "H", "H"],
  "xyz": [[3.345, -0.236, 0.320], [3.500, -1.225, -0.618], [0.013, 0.966, -0.735], [-0.185, -0.263, 0.151], [-1.605, -0.418, 0.724], [-0.634, 0.830, -1.604], [1.056, 0.952, -1.054], [-0.291, 1.899, -0.267], [0.495, -0.115, 0.991], [0.126, -1.155, -0.394], [-1.717, -1.348, 1.275], [-1.811, 0.468, 1.335], [-2.293, -0.355, -0.123]]
}



--- two ---
{
  "formula": "C3H9S",
  "method": "ωB97M-V/def2-TZVPD",
  "total_charge": -1,
  "lumo_energy_ha": 0.1537,
  "orbital_gap_ev": 6.719,
  "elements": ["S", "H", "C", "C", "C", "H", "H", "H", "H", "H", "H", "H", "H"],
  "xyz": [[-1.138, 0.044, 2.879], [-2.065, 0.997, 2.631], [-0.109, -1.246, -0.075], [-0.225, 0.118, -0.733], [1.099, 0.903, -0.752], [0.769, -1.877, -0.297], [-0.995, -1.848, -0.326], [-0.197, -1.088, 1.022], [-0.968, 0.631, -0.102], [-0.601, 0.091, -1.750], [1.125, 1.642, -1.568], [1.415, 1.434, 0.143], [1.890, 0.200, -1.071]]
}



Most stable = one



--- one ---
{
  "formula": "C6H5FO",
  "method": "ωB97M-V/def2-TZVPD",
  "smiles": "C#CC(=O)C(=C)CF",
  "lumo_energy_ha": -0.0399,
  "orbital_gap_ev": 9.363,
  "elements": ["C", "C", "C", "O", "C", "C", "C", "F", "H", "H", "H", "H", "H"],
  "xyz": [[-1.268, 2.550, 1.114], [-0.090, 1.965, 0.811], [0.684, 0.674, 0.586], [1.909, 0.625, 0.895], [0.084, -0.396, -0.292], [-1.221, -0.506, -0.592], [1.116, -1.616, -0.520], [2.368, -1.204, -1.124], [-1.668, 3.501, 1.072], [-1.727, -1.380, -1.107], [-2.233, 0.067, -0.136], [0.690, -2.245, -1.257], [1.354, -2.035, 0.551]]
}



--- two ---
{
  "formula": "C6H5FO",
  "method": "ωB97M-V/def2-TZVPD",
  "smiles": "O=C1C=C[C@@]2(F)C[C@@H]12",
  "lumo_energy_ha": 0.0042,
  "orbital_gap_ev": 9.908,
  "elements": ["O", "C", "C", "C", "C", "F", "C", "C", "H", "H", "H", "H", "H"],
  "xyz": [[-2.525, -0.545, -0.552], [-1.400, -0.137, -0.382], [-1.002, 1.268, -0.035], [0.330, 1.363, 0.004], [0.976, 0.036, -0.229], [2.143, 0.029, -0.934], [0.721, -1.021, 0.794], [-0.120, -0.943, -0.475], [-1.721, 2.045, 0.168], [0.916, 2.247, 0.248], [0.296, -0.742, 1.752], [1.428, -1.845, 0.826], [-0.042, -1.754, -1.186]]
}



Most stable = two



--- one ---
{
  "formula": "C4H8N2S",
  "method": "ωB97M-V/def2-TZVPD",
  "multiplicity": 3,
  "lumo_energy_ha": [0.0330, 0.0037],
  "orbital_gap_ev": [6.623, 9.483],
  "elements": ["C", "C", "C", "C", "N", "N", "S", "H", "H", "H", "H", "H", "H", "H", "H"],
  "xyz": [[-0.185, 1.122, 1.159], [-1.044, 1.919, 0.476], [0.693, -1.293, 1.124], [0.483, -0.466, -2.035], [-0.176, -0.178, 0.751], [-1.032, -0.425, -0.390], [-1.858, 1.031, -0.756], [0.369, 1.375, 1.995], [-1.385, 2.932, 0.531], [0.110, -1.985, 1.696], [1.069, -1.637, 0.186], [1.478, -0.958, 1.597], [0.743, 0.483, -2.010], [1.096, -1.226, -1.627], [-0.363, -0.693, -2.697]]
}



--- two ---
{
  "formula": "C4H8N2S",
  "method": "ωB97M-V/def2-TZVPD",
  "multiplicity": 3,
  "lumo_energy_ha": [0.0266, -0.1019],
  "orbital_gap_ev": [6.312, 5.443],
  "elements": ["C", "C", "C", "C", "N", "N", "S", "H", "H", "H", "H", "H", "H", "H", "H"],
  "xyz": [[0.119, 0.461, -0.700], [0.163, -0.601, 0.620], [0.023, 1.901, -0.226], [-1.017, -1.544, 0.650], [1.304, 0.228, -1.454], [2.097, -0.606, -1.078], [1.749, -1.453, 0.333], [-0.742, 0.203, -1.324], [0.251, -0.011, 1.531], [0.898, 2.163, 0.366], [-0.870, 2.031, 0.380], [-0.027, 2.570, -1.080], [-1.029, -2.170, -0.242], [-1.948, -0.980, 0.702], [-0.971, -2.194, 1.521]]
}



Most stable = two



--- one ---
{
  "formula": "CH6NO",
  "method": "ωB97M-V/def2-TZVPD",
  "total_charge": -1,
  "lumo_energy_ha": 0.1632,
  "orbital_gap_ev": 6.905,
  "elements": ["O", "H", "C", "N", "H", "H", "H", "H", "H"],
  "xyz": [[-0.217, -1.687, 1.362], [0.698, -2.063, 1.587], [0.644, 1.147, -0.931], [-0.587, 0.539, -0.516], [1.314, 0.909, -0.173], [0.643, 2.268, -1.136], [0.821, 0.802, -1.961], [-0.304, -0.265, 0.042], [-1.187, 1.189, -0.054]]
}



--- two ---
{
  "formula": "CH6NO",
  "method": "ωB97M-V/def2-TZVPD",
  "total_charge": -1,
  "lumo_energy_ha": 0.1683,
  "orbital_gap_ev": 6.784,
  "elements": ["O", "H", "C", "N", "H", "H", "H", "H", "H"],
  "xyz": [[-1.320, -1.957, 1.527], [-0.683, -1.572, 2.145], [0.046, 0.266, -0.985], [0.956, 0.999, -0.072], [-0.481, -0.544, -0.468], [0.608, -0.063, -1.869], [-0.757, 0.918, -1.342], [0.380, 1.649, 0.453], [1.251, 0.304, 0.609]]
}



Most stable = two